# 1
{
  "formula": "C53H43AlNP2Si",
  "method": "the ωB97M-V functional and the def2-TZVPD basis",
  "total_charge": 1,
  "homo_ev": -10.57,
  "gap_ev": 7.57,
  "species": ["Al", "C", "C", "P", "C", "C", "C", "C", "C", "C", "C", "C", "C", "C", "C", "C", "P", "C", "C", "C", "C", "C", "C", "C", "C", "C", "C", "C", "C", "H", "H", "H", "H", "H", "H", "H", "H", "H", "H", "H", "H", "H", "H", "H", "H", "H", "H", "H", "H", "H", "H", "H", "H", "C", "C", "C", "C", "C", "C", "Si", "C", "C", "C", "C", "C", "C", "C", "C", "C", "C", "C", "C", "H", "H", "H", "H", "H", "H", "H", "H", "H", "H", "H", "H", "H", "H", "H", "N", "C", "C", "C", "C", "C", "C", "C", "C", "C", "H", "H", "H", "H"],
  "coordinates": [[-0.1244, 0.1486, -0.9144], [-3.0332, -0.2367, -1.9161], [-3.9430, 0.7235, -1.9483], [-1.3473, 1.6540, 1.1207], [-2.5931, 2.5748, 2.0656], [-2.5134, 2.6959, 3.4530], [-3.4971, 3.3837, 4.1420], [-4.5567, 3.9594, 3.4490], [-4.6318, 3.8525, 2.0691], [-3.6503, 3.1582, 1.3747], [0.2648, 2.3225, 1.6390], [0.7269, 3.3913, 0.8638], [1.9013, 4.0464, 1.1961], [2.6391, 3.6294, 2.2953], [2.1862, 2.5745, 3.0746], [0.9979, 1.9317, 2.7603], [-1.1651, -0.4642, 1.5138], [-0.5304, -0.9901, 3.1253], [-1.3161, -0.8919, 4.2739], [-0.7924, -1.2676, 5.4992], [0.5087, -1.7528, 5.5804], [1.2836, -1.8715, 4.4362], [0.7655, -1.4908, 3.2058], [-2.8105, -1.2052, 1.4072], [-4.0055, -0.4929, 1.3402], [-5.2127, -1.1732, 1.2775], [-5.2343, -2.5602, 1.2908], [-4.0448, -3.2727, 1.3646], [-2.8358, -2.6007, 1.4174], [-2.0536, -0.0394, -2.3513], [-3.2211, -1.2264, -1.5206], [-4.9490, 0.5612, -1.5822], [-3.7130, 1.7001, -2.3565], [-1.6766, 2.2633, 3.9881], [-3.4396, 3.4796, 5.2180], [-5.3220, 4.4995, 3.9903], [-5.4515, 4.3103, 1.5319], [-3.7056, 3.0639, 0.2961], [0.1664, 3.7052, -0.0074], [2.2384, 4.8818, 0.5965], [3.5608, 4.1349, 2.5518], [2.7486, 2.2548, 3.9420], [0.6512, 1.1343, 3.4009], [-2.3365, -0.5337, 4.2051], [-1.3981, -1.1906, 6.3923], [0.9128, -2.0466, 6.5399], [2.2922, -2.2584, 4.4961], [1.3755, -1.5740, 2.3137], [-4.0082, 0.5876, 1.3431], [-6.1384, -0.6146, 1.2303], [-6.1782, -3.0871, 1.2482], [-4.0568, -4.3544, 1.3746], [-1.9099, -3.1638, 1.4664], [2.1881, -2.3815, -5.8992], [2.6539, -1.3203, -5.1335], [2.2883, -1.2159, -3.8015], [1.4508, -2.1657, -3.2094], [0.9946, -3.2282, -3.9919], [1.3611, -3.3366, -5.3269], [0.9766, -1.9576, -1.4130], [2.5306, -1.7069, -0.3840], [2.7575, -0.5878, 0.4136], [3.9262, -0.4465, 1.1509], [4.8960, -1.4354, 1.0985], [4.6957, -2.5591, 0.3043], [3.5276, -2.6890, -0.4306], [-0.0496, -3.3978, -0.7828], [0.3412, -4.1717, 0.3108], [-0.4132, -5.2657, 0.7197], [-1.5675, -5.6097, 0.0308], [-1.9786, -4.8447, -1.0540], [-1.2310, -3.7458, -1.4460], [2.4756, -2.4662, -6.9388], [3.3065, -0.5787, -5.5757], [2.6644, -0.3842, -3.2137], [0.3626, -3.9927, -3.5577], [1.0059, -4.1710, -5.9176], [2.0252, 0.2183, 0.4845], [4.0740, 0.4385, 1.7568], [5.8100, -1.3307, 1.6680], [5.4528, -3.3304, 0.2535], [3.3926, -3.5638, -1.0579], [1.2563, -3.9329, 0.8414], [-0.0906, -5.8583, 1.5661], [-2.1440, -6.4734, 0.3365], [-2.8799, -5.1057, -1.5938], [-1.5679, -3.1622, -2.2976], [4.8400, 6.8163, -6.1859], [4.2205, 6.0738, -5.5668], [3.4441, 5.1460, -4.7932], [3.8237, 4.8418, -3.4881], [3.0711, 3.9508, -2.7470], [1.9365, 3.3588, -3.3050], [1.5639, 3.6631, -4.6165], [2.3144, 4.5550, -5.3580], [1.1650, 2.4355, -2.5328], [0.5167, 1.6592, -1.8619], [4.7058, 5.3026, -3.0659], [3.3595, 3.6982, -1.7353], [0.6878, 3.1958, -5.0441], [2.0352, 4.7985, -6.3735]]
}

# 2
{
  "formula": "C53H44AuN3O2P2",
  "method": "the ωB97M-V functional and the def2-TZVPD basis",
  "total_charge": 2,
  "homo_ev": [-11.22, -11.22],
  "gap_ev": [3.95, 3.95],
  "species": ["Au", "C", "C", "N", "N", "C", "O", "C", "C", "C", "C", "C", "C", "C", "C", "C", "C", "C", "N", "H", "H", "H", "H", "H", "H", "H", "H", "H", "H", "H", "H", "C", "C", "C", "C", "C", "C", "C", "C", "P", "C", "C", "C", "C", "C", "C", "C", "C", "C", "C", "C", "C", "C", "O", "C", "C", "C", "C", "C", "C", "P", "C", "C", "C", "C", "C", "C", "C", "C", "C", "C", "C", "C", "H", "H", "H", "H", "H", "H", "H", "H", "H", "H", "H", "H", "H", "H", "H", "H", "H", "H", "H", "H", "H", "H", "H", "H", "H", "H", "H", "H", "H", "H", "H", "H"],
  "coordinates": [[0.8657, -2.4222, -0.3991], [1.8135, 0.1760, 2.3828], [0.7490, 0.0040, 1.3461], [-0.0426, -1.0887, 1.3702], [-0.0271, -1.8352, 2.4146], [-0.3778, -3.1246, 2.1289], [-0.1553, -3.6665, 1.0143], [-0.9549, -3.9187, 3.2200], [-1.4482, -5.1960, 2.9467], [-2.0180, -5.9440, 3.9602], [-2.0860, -5.4283, 5.2497], [-1.5907, -4.1603, 5.5264], [-1.0277, -3.4018, 4.5154], [0.5721, 0.7965, 0.2326], [0.7501, 2.9850, -0.9287], [0.3029, 2.9216, -2.3474], [-0.3419, 1.8854, -2.8343], [-0.5328, 0.5686, -2.1350], [-0.5523, 0.5531, -0.6416], [2.1029, -0.8087, 2.7497], [1.4340, 0.7347, 3.2379], [2.6925, 0.6807, 1.9948], [-1.3804, -5.5864, 1.9408], [-2.4041, -6.9322, 3.7511], [-2.5205, -6.0205, 6.0438], [-1.6386, -3.7683, 6.5330], [-0.6320, -2.4167, 4.7200], [1.3523, 3.8825, -0.8268], [0.4436, 3.8115, -2.9478], [-0.7310, 1.9051, -3.8474], [-1.5227, 0.1943, -2.4010], [2.7266, 3.6432, 2.9691], [1.7916, 3.5869, 1.7478], [1.6530, 5.0493, 1.2448], [2.4320, 2.6467, 0.6731], [3.7312, 2.8278, 0.3628], [4.4030, 2.1241, -0.6820], [3.7847, 1.1292, -1.3683], [2.4123, 0.8477, -1.1835], [1.8899, -0.7996, -1.6728], [0.4362, -0.4366, -2.9638], [1.0562, 0.1888, -4.1289], [0.8774, -0.2838, -5.4046], [0.1154, -1.4266, -5.6331], [-0.4553, -2.1216, -4.5542], [-0.3049, -1.6545, -3.2846], [3.3349, -1.5997, -2.4254], [3.6255, -1.7506, -3.7765], [4.7431, -2.4743, -4.1721], [5.5847, -3.0362, -3.2271], [5.3061, -2.8843, -1.8749], [4.1824, -2.1843, -1.4764], [1.5719, 1.7875, -0.2904], [-0.4547, 3.1343, -0.1323], [-0.5159, 2.7352, 1.1823], [-1.5940, 1.8837, 1.4982], [-1.9406, 1.6771, 2.8289], [-1.1537, 2.2379, 3.8189], [0.0439, 2.8504, 3.4787], [0.4190, 3.0793, 2.1569], [-2.0717, 0.8499, 0.1222], [-3.4181, 1.6649, -0.7776], [-3.3410, 2.6244, -1.7816], [-4.4901, 3.2496, -2.2419], [-5.7234, 2.9512, -1.6865], [-5.8081, 2.0234, -0.6594], [-4.6702, 1.3786, -0.2093], [-2.7393, -0.7707, 0.5212], [-2.6759, -1.3880, 1.7680], [-3.1651, -2.6761, 1.9283], [-3.6924, -3.3630, 0.8457], [-3.7476, -2.7587, -0.4035], [-3.2849, -1.4645, -0.5643], [3.6680, 4.1198, 2.7117], [2.9404, 2.6582, 3.3801], [2.2824, 4.2625, 3.7478], [2.5472, 5.3579, 0.7039], [1.5379, 5.7056, 2.1083], [0.7789, 5.2000, 0.6133], [4.3125, 3.5502, 0.9166], [5.4451, 2.3363, -0.8748], [4.3742, 0.5081, -2.0272], [1.7106, 1.0342, -3.9600], [1.3643, 0.2164, -6.2313], [-0.0196, -1.7933, -6.6420], [-1.0301, -3.0195, -4.7350], [-0.7757, -2.1770, -2.4578], [2.9994, -1.3121, -4.5321], [4.9555, -2.5925, -5.2259], [6.4553, -3.5954, -3.5409], [5.9573, -3.3228, -1.1315], [3.9597, -2.0909, -0.4188], [-2.8078, 1.0920, 3.0934], [-1.4270, 2.1288, 4.8587], [0.7083, 3.1420, 4.2793], [-2.3955, 2.9247, -2.1865], [-4.4139, 3.9879, -3.0283], [-6.6152, 3.4473, -2.0438], [-6.7636, 1.7920, -0.2097], [-4.7676, 0.6498, 0.5831], [-2.2156, -0.8967, 2.6096], [-3.1167, -3.1479, 2.9007], [-4.0657, -4.3699, 0.9755], [-4.1716, -3.2881, -1.2458], [-3.3804, -0.9856, -1.5324]]
}